Entry 1:
Molecular formula: C10H40F2NO14S2
Method: DFT, ωB97M-V with the def2-TZVPD basis set

Each line ends with the Mulliken charge.
Cartesian coordinates (Å):
N1 5.763 -6.586 19.471  -0.36
S1 4.583 -6.473 20.529  0.69
O1 4.739 -5.345 21.430  -0.47
O2 3.958 -7.671 20.997  -0.39
F1 3.446 -5.926 19.526  -0.36
S2 6.726 -7.453 20.564  0.96
O3 6.600 -8.885 20.508  -0.72
O4 7.175 -6.884 21.791  -0.06
F2 8.018 -7.296 19.611  -0.38
C1 4.028 -8.674 17.250  -0.50
O5 5.325 -8.114 17.165  -0.59
H1 4.071 -9.694 17.642  0.19
H2 3.434 -8.052 17.924  0.14
H3 3.570 -8.717 16.263  0.30
H4 5.552 -7.608 17.970  0.46
C2 6.347 -11.696 23.136  -0.63
O6 6.520 -10.303 23.039  -0.35
H5 6.671 -12.003 24.134  0.27
H6 5.291 -11.985 23.121  0.19
H7 6.964 -12.228 22.410  0.26
H8 6.214 -9.971 22.183  0.31
C3 10.307 -4.698 18.692  -0.10
O7 10.577 -5.682 17.695  -0.53
H9 11.286 -4.378 19.061  0.38
H10 9.858 -3.807 18.242  0.15
H11 9.648 -5.015 19.496  -0.13
H12 11.517 -5.846 17.678  0.30
C4 3.477 -8.787 24.481  -0.39
O8 2.693 -9.974 24.375  -0.51
H13 4.520 -9.092 24.357  0.20
H14 3.286 -8.001 23.752  0.09
H15 3.340 -8.317 25.460  0.36
H16 2.629 -10.410 25.224  0.28
C5 4.406 -3.419 23.975  -0.13
O9 3.727 -2.183 23.893  -0.56
H17 4.834 -3.646 22.999  -0.05
H18 5.184 -3.445 24.742  0.20
H19 3.718 -4.248 24.169  0.29
H20 2.781 -2.277 23.984  0.31
C6 7.764 -2.812 21.882  -0.34
O10 8.717 -3.243 20.932  -0.57
H21 6.894 -3.467 21.846  -0.10
H22 8.186 -2.871 22.887  0.24
H23 7.467 -1.758 21.834  0.37
H24 8.346 -3.309 20.040  0.30
C7 8.360 -5.853 24.100  -0.25
O11 9.327 -5.358 25.040  -0.58
H25 7.368 -5.686 24.526  0.22
H26 8.444 -5.319 23.151  0.02
H27 8.519 -6.893 23.832  0.28
H28 9.104 -4.431 25.154  0.30
C8 5.942 -3.238 18.926  -0.54
O12 6.916 -4.216 18.572  -0.58
H29 6.346 -2.267 18.634  0.33
H30 5.047 -3.392 18.318  0.28
H31 5.792 -3.284 20.002  0.05
H32 6.698 -5.075 18.989  0.50
C9 10.683 -9.558 21.440  -0.35
O13 12.091 -9.358 21.423  -0.55
H33 10.463 -9.871 22.462  0.21
H34 10.047 -8.695 21.236  0.11
H35 10.417 -10.407 20.805  0.28
H36 12.372 -9.210 20.516  0.29
C10 2.408 -10.757 20.519  -0.42
O14 3.238 -11.280 21.525  -0.43
H37 2.358 -11.547 19.753  0.26
H38 1.366 -10.538 20.770  0.31
H39 2.830 -9.890 20.004  0.00
H40 2.805 -11.203 22.381  0.24

Its net charge is -1. The value obtained for the HOMO-LUMO gap is 9.709 eV. The electronic energy is -68275.8350 eV. For the energy above the lowest of the compared OMol25 structures with the same formula, charge and spin, the calculation gives 1.074 eV.

Entry 2:
Molecular formula: C10H40N20O10
Method: DFT, ωB97M-V with the def2-TZVPD basis set

Each line ends with the Mulliken charge.
Cartesian coordinates (Å):
C1 -1.405 0.766 2.557  0.52
O1 -2.087 0.247 3.373  -0.69
N1 -0.160 1.230 2.760  -0.09
N2 -1.671 0.953 1.300  -0.09
H1 0.199 1.761 1.979  0.07
H2 0.411 1.196 3.593  0.20
H3 -2.411 0.453 0.828  0.18
H4 -0.814 1.031 0.772  -0.13
C2 1.530 3.206 0.556  0.95
O2 0.349 2.929 0.579  -0.82
N3 2.032 4.383 0.377  -0.47
N4 2.437 2.348 0.812  -0.18
H5 3.004 4.521 0.614  0.16
H6 1.377 5.151 0.361  0.21
H7 2.192 1.392 1.027  0.00
H8 3.400 2.625 0.681  0.20
C3 -3.009 1.750 -4.014  0.66
O3 -2.733 2.754 -4.597  -0.65
N5 -4.175 1.412 -3.658  -0.34
N6 -2.145 0.989 -3.452  -0.02
H9 -4.930 2.073 -3.764  0.23
H10 -4.367 0.431 -3.516  0.13
H11 -1.210 1.360 -3.546  -0.16
H12 -2.373 0.030 -3.229  0.03
C4 0.840 -5.457 -0.937  0.59
O4 0.628 -6.612 -1.250  -0.69
N7 1.901 -5.015 -0.402  -0.32
N8 -0.067 -4.494 -1.214  -0.29
H13 2.115 -4.041 -0.564  0.17
H14 2.727 -5.596 -0.361  0.25
H15 -0.878 -4.657 -1.794  0.13
H16 0.125 -3.543 -0.933  0.17
C5 -0.361 -4.072 3.998  0.65
O5 -0.691 -3.765 2.889  -0.60
N9 0.770 -3.757 4.558  -0.31
N10 -1.012 -4.959 4.709  -0.50
H17 1.532 -3.366 4.023  0.17
H18 0.854 -4.051 5.521  0.15
H19 -0.931 -4.977 5.716  0.18
H20 -1.831 -5.243 4.190  0.23
C6 1.006 2.444 -3.685  0.64
O6 0.268 2.693 -2.719  -0.52
N11 0.575 2.415 -4.861  -0.37
N12 2.198 2.026 -3.601  -0.39
H21 1.050 2.120 -5.702  0.16
H22 -0.387 2.711 -4.944  0.24
H23 2.879 1.981 -4.346  0.20
H24 2.528 2.045 -2.646  0.22
C7 -3.367 -1.801 -0.813  0.57
O7 -2.575 -1.105 -1.356  -0.63
N13 -3.235 -2.156 0.463  -0.24
N14 -4.444 -2.287 -1.313  -0.41
H25 -3.790 -2.984 0.624  0.18
H26 -2.548 -1.744 1.078  0.02
H27 -4.628 -1.946 -2.246  0.22
H28 -4.958 -3.033 -0.867  0.15
C8 5.503 0.307 2.942  0.69
O8 5.911 1.467 2.777  -0.68
N15 5.851 -0.384 4.019  -0.41
N16 4.630 -0.297 2.231  -0.28
H29 6.317 0.108 4.768  0.23
H30 5.516 -1.332 4.110  0.16
H31 4.053 -0.968 2.718  0.16
H32 4.238 0.055 1.369  0.14
C9 0.828 -0.797 -0.198  0.59
O9 1.931 -0.352 0.044  -0.79
N17 -0.002 -0.218 -1.009  0.11
N18 0.118 -1.659 0.474  0.71
H33 -0.791 -0.713 -1.400  0.14
H34 0.281 0.572 -1.570  -0.06
H35 -0.890 -1.698 0.436  -0.57
H36 0.658 -2.270 1.071  -0.06
C10 -2.049 4.772 -0.993  0.39
O10 -2.864 5.615 -1.256  -0.75
N19 -1.044 5.124 -0.255  -0.30
N20 -2.215 3.440 -1.197  0.03
H37 -0.851 6.084 -0.010  0.20
H38 -0.406 4.394 0.028  0.40
H39 -1.429 2.842 -0.983  -0.06
H40 -3.026 3.143 -1.721  0.11

As for the structure (SMILES): NC(N)=O.NC(N)=O.NC(N)=O.NC(N)=O.NC(N)=O.NC(N)=O.NC(N)=O.NC(N)=O.NC(N)=O.NC(N)=O. The value obtained for the HOMO-LUMO gap is 8.106 eV. The electronic energy is -61301.2422 eV. For the energy above the lowest of the compared OMol25 structures with the same formula, charge and spin, the calculation gives 6.526 eV.

Entry 3:
Molecular formula: C10H42BrFNO22P
Method: DFT, ωB97M-V with the def2-TZVPD basis set

Each line ends with the Mulliken charge.
Cartesian coordinates (Å):
O1 5.250 -2.926 1.924  -0.50
C1 4.443 -2.135 2.274  0.10
F1 3.774 -2.306 3.424  -0.19
C2 4.112 -0.881 1.536  -0.69
C3 2.627 -0.661 1.401  0.50
C4 1.735 -1.706 1.201  -0.86
C5 0.396 -1.452 1.080  1.02
P1 -0.662 -2.958 0.829  0.07
O2 -1.009 -3.380 2.377  -0.45
Br1 -2.578 -2.250 -0.065  -0.13
C6 -0.131 -0.179 1.144  -0.81
C7 0.745 0.841 1.318  0.77
C8 2.097 0.591 1.444  0.07
C9 2.761 1.904 1.642  -0.05
O3 3.929 2.162 1.761  -0.67
N1 1.750 2.924 1.721  0.17
C10 0.507 2.295 1.407  -0.72
O4 -0.528 2.878 1.231  -0.54
H1 4.517 -1.026 0.541  0.38
H2 4.612 -0.028 1.980  0.45
H3 2.096 -2.721 1.121  0.53
H4 -1.006 -2.572 2.909  0.34
H5 -1.187 0.021 1.062  0.59
H6 1.767 3.180 2.715  0.34
O5 2.184 -4.104 5.732  -0.65
H7 2.524 -3.607 6.484  0.33
H8 2.517 -3.628 4.966  0.31
O6 -3.117 0.120 -2.064  -0.35
H9 -3.453 -0.387 -2.812  0.14
H10 -3.837 0.720 -1.822  0.23
O7 -0.145 -0.164 -1.658  -0.37
H11 0.423 -0.209 -2.432  0.20
H12 -1.048 -0.165 -2.017  0.21
O8 -5.003 -2.185 -3.248  -0.60
H13 -4.403 -2.529 -2.562  0.28
H14 -5.816 -2.681 -3.105  0.27
O9 1.092 -0.987 4.152  -0.52
H15 1.994 -1.311 4.041  0.29
H16 0.717 -1.568 4.825  0.31
O10 -6.506 0.591 -4.090  -0.59
H17 -5.958 -0.152 -3.794  0.30
H18 -7.231 0.177 -4.568  0.29
O11 3.082 0.369 6.064  -0.61
H19 3.370 1.287 6.081  0.30
H20 2.230 0.392 5.607  0.33
O12 1.706 6.084 0.998  -0.62
H21 2.443 6.424 0.484  0.32
H22 1.889 5.144 1.087  0.36
O13 0.306 4.904 -1.262  -0.67
H23 0.459 4.101 -0.754  0.31
H24 -0.356 5.377 -0.748  0.33
O14 -5.394 3.413 -4.571  -0.61
H25 -5.727 3.767 -5.402  0.29
H26 -5.606 2.471 -4.593  0.29
O15 -1.321 2.844 -3.081  -0.52
H27 -2.169 3.059 -3.490  0.26
H28 -0.918 3.700 -2.884  0.30
O16 0.947 3.845 4.631  -0.67
H29 0.149 4.171 4.198  0.32
H30 1.403 4.645 4.915  0.32
O17 -2.095 -2.772 -3.274  -0.46
H31 -2.013 -3.683 -3.572  0.23
H32 -2.165 -2.266 -4.095  0.29
O18 -1.749 -2.199 -6.411  -0.61
H33 -2.403 -1.975 -7.081  0.31
H34 -0.954 -1.732 -6.688  0.30
O19 -4.896 2.880 -1.621  -0.59
H35 -4.564 3.451 -0.922  0.29
H36 -4.694 3.356 -2.437  0.29
O20 7.340 -4.798 2.934  -0.62
H37 6.623 -4.418 2.414  0.39
H38 7.871 -4.037 3.184  0.30
O21 -3.989 0.724 -6.531  -0.61
H39 -3.393 1.482 -6.547  0.32
H40 -4.553 0.886 -5.767  0.32
O22 4.693 -6.433 1.442  -0.63
H41 5.394 -5.780 1.514  0.29
H42 4.103 -6.228 2.175  0.32

The value obtained for the HOMO-LUMO gap is 8.128 eV. The electronic energy is -139638.3296 eV.